Entry 1:
Formula: C24H56BFN3O8
Source: OMol25
Level of theory: wB97M-V/def2-TZVPD

## Properties
* charge: +1
* energy above the lowest of the compared OMol25 structures with the same formula, charge and spin: 0.0 kJ/mol

Element x y z (Å)
N -3.332 6.985 -6.470
B -2.459 7.243 -5.338
O -1.844 8.453 -5.255
C -2.193 6.119 -4.219
C -0.685 5.666 -4.295
C 0.124 6.099 -5.514
O 1.403 5.478 -5.446
C -2.438 6.484 -2.732
C -3.785 7.124 -2.265
C -4.756 7.613 -3.325
F -4.558 8.965 -3.548
N -2.389 5.125 -2.124
C -2.768 4.208 -2.922
C -2.989 4.792 -4.304
O -4.321 4.834 -4.781
N -4.993 3.606 -4.426
O -6.132 3.758 -4.406
H -4.253 7.374 -6.292
H -2.989 7.473 -7.291
H -1.286 8.569 -4.481
H -0.595 4.579 -4.255
H -0.149 6.040 -3.419
H 0.338 7.163 -5.528
H -0.345 5.789 -6.452
H 1.321 4.641 -4.980
H -1.662 7.146 -2.361
H -3.554 7.979 -1.631
H -4.325 6.439 -1.611
H -4.673 7.103 -4.279
H -5.778 7.474 -2.977
H -2.139 5.000 -1.149
H -2.861 3.167 -2.646
H -2.447 4.121 -4.982
C 4.357 2.257 -3.685
C 3.097 2.643 -2.933
O 1.947 1.888 -3.284
C 2.029 0.486 -3.057
C 2.258 0.108 -1.607
H 4.195 2.318 -4.762
H 5.174 2.926 -3.414
H 4.672 1.239 -3.455
H 2.837 3.677 -3.169
H 3.267 2.604 -1.851
H 2.796 0.043 -3.700
H 1.073 0.084 -3.391
H 3.218 0.469 -1.235
H 2.244 -0.975 -1.494
H 1.475 0.526 -0.972
C 1.179 -3.766 1.604
C 0.377 -2.482 1.506
O 0.045 -2.103 0.178
C -0.737 -3.028 -0.554
C -2.091 -3.327 0.068
H 2.092 -3.694 1.011
H 1.449 -3.954 2.644
H 0.616 -4.629 1.243
H 0.968 -1.656 1.903
H -0.527 -2.545 2.123
H -0.179 -3.956 -0.720
H -0.881 -2.570 -1.534
H -1.997 -3.810 1.040
H -2.661 -3.994 -0.580
H -2.660 -2.406 0.207
C 3.879 -2.873 7.071
C 2.833 -2.215 6.188
O 2.107 -3.121 5.379
C 1.368 -4.118 6.063
C 0.304 -3.567 6.997
H 4.573 -3.459 6.468
H 4.441 -2.113 7.615
H 3.430 -3.542 7.806
H 3.324 -1.536 5.490
H 2.149 -1.605 6.791
H 2.041 -4.795 6.598
H 0.891 -4.712 5.284
H 0.734 -2.986 7.814
H -0.265 -4.386 7.438
H -0.384 -2.918 6.453
C -0.855 -7.713 4.804
C 0.394 -7.361 4.013
O 1.597 -7.497 4.743
C 1.888 -8.795 5.232
C 2.020 -9.850 4.148
H -0.912 -7.114 5.715
H -1.745 -7.523 4.204
H -0.871 -8.764 5.097
H 0.352 -6.311 3.720
H 0.438 -7.943 3.085
H 1.145 -9.099 5.977
H 2.837 -8.695 5.759
H 1.084 -10.004 3.608
H 2.306 -10.805 4.590
H 2.781 -9.560 3.423

Atom-resolved charges from Mulliken, all expressed in e: number 1, N, carries -0.45; number 2, B, carries 0.68; number 3, O, carries -0.66; number 4, C, carries 0.74; number 5, C, carries -1.36; number 6, C, carries -0.33; number 7, O, carries -0.53; number 8, C, carries -0.10; number 9, C, carries -1.16; number 10, C, carries 0.00; number 11, F, carries -0.31; number 12, N, carries 0.06; number 13, C, carries -0.55; number 14, C, carries -0.59; number 15, O, carries -0.22; number 16, N, carries 0.09; number 17, O, carries -0.28; number 18, H, carries 0.21; number 19, H, carries 0.23; number 20, H, carries 0.34; number 21, H, carries 0.65; number 22, H, carries 0.23; number 23, H, carries 0.38; number 24, H, carries 0.22; number 25, H, carries 0.29; number 26, H, carries 0.77; number 27, H, carries 0.38; number 28, H, carries 0.46; number 29, H, carries -0.04; number 30, H, carries 0.37; number 31, H, carries 0.29; number 32, H, carries 0.54; number 33, H, carries 0.63; number 34, C, carries -1.19; number 35, C, carries -0.28; number 36, O, carries -0.38; number 37, C, carries -0.46; number 38, C, carries -0.88; number 39, H, carries 0.30; number 40, H, carries 0.41; number 41, H, carries 0.29; number 42, H, carries 0.33; number 43, H, carries 0.35; number 44, H, carries 0.32; number 45, H, carries 0.27; number 46, H, carries 0.32; number 47, H, carries 0.33; number 48, H, carries 0.26; number 49, C, carries -0.80; number 50, C, carries -0.36; number 51, O, carries -0.39; number 52, C, carries -0.32; number 53, C, carries -1.05; number 54, H, carries 0.30; number 55, H, carries 0.20; number 56, H, carries 0.26; number 57, H, carries 0.35; number 58, H, carries 0.25; number 59, H, carries 0.33; number 60, H, carries 0.33; number 61, H, carries 0.22; number 62, H, carries 0.40; number 63, H, carries 0.28; number 64, C, carries -1.06; number 65, C, carries -0.38; number 66, O, carries -0.35; number 67, C, carries 0.37; number 68, C, carries -1.22; number 69, H, carries 0.29; number 70, H, carries 0.39; number 71, H, carries 0.27; number 72, H, carries 0.32; number 73, H, carries 0.32; number 74, H, carries 0.26; number 75, H, carries -0.24; number 76, H, carries 0.31; number 77, H, carries 0.40; number 78, H, carries 0.33; number 79, C, carries -1.11; number 80, C, carries -0.02; number 81, O, carries -0.33; number 82, C, carries -0.41; number 83, C, carries -1.03; number 84, H, carries 0.25; number 85, H, carries 0.42; number 86, H, carries 0.31; number 87, H, carries -0.01; number 88, H, carries 0.34; number 89, H, carries 0.33; number 90, H, carries 0.32; number 91, H, carries 0.26; number 92, H, carries 0.39; number 93, H, carries 0.29

Entry 2:
Formula: C24H56N2O5
Source: OMol25
Level of theory: wB97M-V/def2-TZVPD

## Properties
* SMILES string: CC1(C)CCCC(C)(C)N1O.CC1(C)CCCC(C)(C)N1O.CC(C)O.CC(C)O.O
* energy above the lowest of the compared OMol25 structures with the same formula, charge and spin: 263.9 kJ/mol

Element x y z (Å)
C -7.276 3.366 -1.138
C -6.423 2.293 -0.315
C -5.575 2.910 0.839
C -7.433 1.310 0.369
C -8.059 0.210 -0.624
C -6.923 -0.478 -1.408
C -6.026 0.487 -2.186
C -4.771 -0.294 -2.626
C -6.690 0.977 -3.518
N -5.529 1.562 -1.268
O -4.590 2.304 -1.796
H -8.127 2.925 -1.658
H -7.665 4.064 -0.396
H -6.620 3.981 -1.753
H -6.187 3.452 1.560
H -5.073 2.148 1.435
H -4.902 3.679 0.462
H -6.972 0.804 1.218
H -8.141 1.929 0.921
H -8.614 -0.516 -0.031
H -8.808 0.586 -1.320
H -7.407 -1.196 -2.069
H -6.306 -0.944 -0.640
H -4.006 0.372 -3.023
H -4.929 -1.138 -3.298
H -4.216 -0.655 -1.760
H -6.903 0.164 -4.212
H -6.080 1.764 -3.960
H -7.636 1.498 -3.370
H -5.082 2.790 -2.462
C 5.470 -2.697 0.058
C 6.167 -2.182 -1.276
C 7.167 -0.946 -1.015
C 7.037 -3.327 -1.814
C 6.287 -4.482 -2.518
C 5.455 -3.911 -3.700
C 4.481 -2.747 -3.315
C 4.078 -1.977 -4.601
C 3.222 -3.327 -2.600
N 5.153 -1.804 -2.353
O 4.487 -0.641 -2.085
H 6.197 -2.856 0.854
H 4.919 -1.851 0.469
H 4.820 -3.569 -0.015
H 8.075 -1.255 -0.499
H 7.498 -0.617 -2.000
H 6.772 -0.046 -0.543
H 7.896 -2.887 -2.319
H 7.464 -3.893 -0.986
H 7.013 -5.232 -2.833
H 5.621 -4.927 -1.778
H 4.824 -4.745 -4.007
H 5.990 -3.620 -4.604
H 3.715 -2.732 -5.299
H 4.819 -1.463 -5.212
H 3.342 -1.198 -4.402
H 2.620 -3.879 -3.322
H 2.589 -2.532 -2.207
H 3.426 -4.005 -1.771
H 3.834 -0.955 -1.456
C 0.092 -2.729 7.057
C 0.200 -2.591 5.559
C -0.438 -3.735 4.761
O -0.321 -1.342 5.151
H 0.473 -3.700 7.374
H -0.956 -2.577 7.318
H 0.735 -1.994 7.540
H 1.255 -2.682 5.299
H -1.527 -3.708 4.780
H 0.006 -4.646 5.161
H -0.125 -3.784 3.718
H -0.249 -1.199 4.205
C 3.171 6.955 3.154
C 3.078 5.521 2.717
C 2.563 4.513 3.726
O 2.362 5.483 1.512
H 3.356 7.117 4.216
H 2.200 7.417 2.977
H 4.004 7.427 2.632
H 4.107 5.249 2.483
H 2.875 4.727 4.748
H 2.688 3.447 3.535
H 1.483 4.631 3.818
H 2.538 6.288 1.018
O -0.182 1.631 0.385
H -0.995 1.698 -0.116
H 0.137 2.531 0.447

Atom-resolved charges from Mulliken, all expressed in e: number 1, C, carries -1.60; number 2, C, carries 1.40; number 3, C, carries -1.86; number 4, C, carries -1.29; number 5, C, carries -0.73; number 6, C, carries -1.04; number 7, C, carries 1.33; number 8, C, carries -1.87; number 9, C, carries -1.58; number 10, N, carries 0.15; number 11, O, carries -0.39; number 12, H, carries 0.30; number 13, H, carries 0.47; number 14, H, carries 0.38; number 15, H, carries 0.40; number 16, H, carries 0.43; number 17, H, carries 0.38; number 18, H, carries 0.44; number 19, H, carries 0.45; number 20, H, carries 0.40; number 21, H, carries 0.35; number 22, H, carries 0.43; number 23, H, carries 0.34; number 24, H, carries 0.41; number 25, H, carries 0.37; number 26, H, carries 0.43; number 27, H, carries 0.44; number 28, H, carries 0.39; number 29, H, carries 0.31; number 30, H, carries 0.36; number 31, C, carries -1.72; number 32, C, carries 1.32; number 33, C, carries -1.74; number 34, C, carries -1.04; number 35, C, carries -0.78; number 36, C, carries -1.08; number 37, C, carries 1.36; number 38, C, carries -1.83; number 39, C, carries -1.65; number 40, N, carries 0.19; number 41, O, carries -0.43; number 42, H, carries 0.46; number 43, H, carries 0.43; number 44, H, carries 0.30; number 45, H, carries 0.38; number 46, H, carries 0.46; number 47, H, carries 0.33; number 48, H, carries 0.41; number 49, H, carries 0.40; number 50, H, carries 0.37; number 51, H, carries 0.32; number 52, H, carries 0.42; number 53, H, carries 0.42; number 54, H, carries 0.41; number 55, H, carries 0.41; number 56, H, carries 0.36; number 57, H, carries 0.45; number 58, H, carries 0.39; number 59, H, carries 0.32; number 60, H, carries 0.36; number 61, C, carries -1.24; number 62, C, carries 0.59; number 63, C, carries -1.29; number 64, O, carries -0.55; number 65, H, carries 0.36; number 66, H, carries 0.34; number 67, H, carries 0.31; number 68, H, carries 0.16; number 69, H, carries 0.33; number 70, H, carries 0.33; number 71, H, carries 0.38; number 72, H, carries 0.31; number 73, C, carries -1.43; number 74, C, carries 0.85; number 75, C, carries -1.37; number 76, O, carries -0.54; number 77, H, carries 0.36; number 78, H, carries 0.37; number 79, H, carries 0.36; number 80, H, carries 0.10; number 81, H, carries 0.35; number 82, H, carries 0.32; number 83, H, carries 0.34; number 84, H, carries 0.29; number 85, O, carries -0.64; number 86, H, carries 0.33; number 87, H, carries 0.31

energy above the lowest of the compared OMol25 structures with the same formula, charge and spin of number 1 (C24H56BFN3O8)? 0.0 kJ/mol

energy above the lowest of the compared OMol25 structures with the same formula, charge and spin of number 2 (C24H56N2O5)? 263.9 kJ/mol

What is the energy above the lowest of the compared OMol25 structures with the same formula, charge and spin in the second record? 263.9 kJ/mol

What is the formula in the first record? C24H56BFN3O8